{
  "formula": "C47H126N20O9P6",
  "method": "ωB97M-V/def2-TZVPD",
  "e_homo_ev": -8.04,
  "total_energy_ev": -154746.4568,
  "smiles": "CN(C)P(=O)(N(C)C)N(C)C.CN(C)P(=O)(N(C)C)N(C)C.CN(C)P(=O)(N(C)C)N(C)C.CN(C)P(=O)(N(C)C)N(C)C.CN(C)P(=O)(N(C)C)N(C)C.CN(C)P(=O)(N(C)C)N(C)C.O=C1OCCO1.CCCC#N.CCCC#N",
  "charge": 0,
  "largest_force_ev_per_a": 4.35,
  "symbols": ["C", "C", "O", "C", "O", "O", "H", "H", "H", "H", "C", "C", "C", "C", "N", "H", "H", "H", "H", "H", "H", "H", "C", "C", "C", "C", "N", "H", "H", "H", "H", "H", "H", "H", "O", "P", "N", "C", "C", "N", "C", "C", "N", "C", "C", "H", "H", "H", "H", "H", "H", "H", "H", "H", "H", "H", "H", "H", "H", "H", "H", "H", "H", "O", "P", "N", "C", "C", "N", "C", "C", "N", "C", "C", "H", "H", "H", "H", "H", "H", "H", "H", "H", "H", "H", "H", "H", "H", "H", "H", "H", "H", "O", "P", "N", "C", "C", "N", "C", "C", "N", "C", "C", "H", "H", "H", "H", "H", "H", "H", "H", "H", "H", "H", "H", "H", "H", "H", "H", "H", "H", "O", "P", "N", "C", "C", "N", "C", "C", "N", "C", "C", "H", "H", "H", "H", "H", "H", "H", "H", "H", "H", "H", "H", "H", "H", "H", "H", "H", "H", "O", "P", "N", "C", "C", "N", "C", "C", "N", "C", "C", "H", "H", "H", "H", "H", "H", "H", "H", "H", "H", "H", "H", "H", "H", "H", "H", "H", "H", "O", "P", "N", "C", "C", "N", "C", "C", "N", "C", "C", "H", "H", "H", "H", "H", "H", "H", "H", "H", "H", "H", "H", "H", "H", "H", "H", "H", "H"],
  "coordinates": [[8.798, 1.806, -1.435], [9.735, 2.926, -1.928], [11.011, 2.321, -1.769], [10.876, 0.975, -1.917], [11.706, 0.108, -2.128], [9.573, 0.741, -1.883], [7.835, 1.871, -1.942], [8.696, 1.841, -0.350], [9.652, 3.839, -1.339], [9.634, 3.135, -2.993], [9.900, -1.186, 5.423], [9.821, -0.575, 6.821], [10.740, 0.642, 6.947], [12.140, 0.302, 7.026], [13.297, 0.088, 7.088], [9.355, -0.499, 4.776], [9.272, -2.077, 5.413], [10.905, -1.448, 5.093], [9.982, -1.288, 7.630], [8.833, -0.135, 6.956], [10.594, 1.174, 7.887], [10.590, 1.390, 6.168], [-4.174, -9.141, 4.667], [-5.166, -8.571, 5.648], [-6.473, -7.970, 4.993], [-6.222, -7.042, 3.886], [-5.954, -6.360, 2.989], [-3.506, -9.884, 5.103], [-3.627, -8.334, 4.179], [-4.698, -9.700, 3.892], [-4.684, -7.828, 6.283], [-5.487, -9.369, 6.317], [-7.149, -7.568, 5.747], [-7.154, -8.736, 4.623], [2.552, 13.360, 1.418], [3.993, 13.078, 1.650], [4.949, 14.493, 1.548], [4.491, 15.653, 2.252], [5.832, 14.794, 0.396], [4.798, 11.952, 0.539], [6.009, 11.315, 0.902], [4.292, 11.695, -0.801], [4.221, 12.379, 3.186], [3.273, 11.515, 3.721], [5.538, 12.461, 3.796], [4.073, 15.426, 3.233], [3.608, 16.078, 1.774], [5.309, 16.336, 2.481], [6.325, 13.934, -0.058], [6.566, 15.497, 0.789], [5.282, 15.337, -0.373], [6.748, 11.268, 0.102], [6.538, 11.613, 1.807], [5.766, 10.278, 1.132], [4.998, 11.118, -1.397], [3.306, 11.236, -0.730], [4.189, 12.661, -1.296], [2.866, 11.790, 4.694], [2.455, 11.389, 3.012], [3.680, 10.514, 3.862], [5.554, 12.921, 4.784], [6.244, 12.992, 3.157], [5.819, 11.413, 3.905], [2.738, -7.934, -4.387], [4.199, -8.017, -4.312], [4.859, -9.380, -5.024], [6.317, -9.455, -5.239], [4.259, -10.690, -4.668], [4.896, -7.974, -2.742], [4.157, -8.480, -1.538], [6.387, -7.822, -2.559], [4.893, -6.736, -5.204], [4.995, -5.334, -4.707], [4.799, -6.738, -6.647], [6.663, -8.451, -5.483], [6.557, -10.151, -6.043], [6.753, -10.007, -4.406], [3.171, -10.672, -4.723], [4.620, -10.920, -3.665], [4.602, -11.479, -5.337], [4.445, -9.523, -1.402], [4.196, -7.817, -0.674], [3.112, -8.516, -1.848], [6.572, -7.315, -1.612], [6.953, -8.750, -2.639], [6.840, -7.209, -3.338], [6.031, -5.015, -4.821], [4.539, -4.560, -5.324], [4.544, -5.276, -3.716], [5.120, -7.712, -7.016], [5.415, -5.935, -7.052], [3.799, -6.558, -7.043], [-4.594, -2.555, -10.993], [-3.909, -1.393, -10.252], [-4.484, 0.217, -10.439], [-5.103, 0.625, -11.671], [-3.837, 1.262, -9.647], [-2.223, -1.213, -10.618], [-1.237, -0.450, -9.807], [-1.770, -1.414, -12.005], [-4.010, -1.713, -8.610], [-5.385, -1.621, -8.046], [-3.123, -2.688, -7.969], [-5.535, 1.618, -11.550], [-5.967, -0.009, -11.873], [-4.363, 0.619, -12.471], [-3.492, 0.868, -8.691], [-4.533, 2.065, -9.407], [-3.054, 1.752, -10.227], [-0.305, -1.014, -9.809], [-1.017, 0.516, -10.263], [-1.503, -0.346, -8.755], [-2.087, -2.368, -12.424], [-2.378, -0.662, -12.508], [-0.696, -1.282, -12.136], [-6.009, -2.381, -8.516], [-5.317, -1.530, -6.962], [-5.822, -0.695, -8.419], [-2.090, -2.355, -7.869], [-3.093, -3.544, -8.643], [-3.417, -2.795, -6.925], [3.236, -2.758, 9.434], [2.255, -3.752, 9.927], [0.735, -3.265, 9.400], [0.053, -2.075, 10.018], [0.145, -3.571, 8.089], [2.109, -3.942, 11.670], [0.897, -4.517, 12.323], [3.195, -3.507, 12.477], [2.533, -5.298, 9.228], [3.670, -5.642, 8.426], [1.561, -6.367, 9.340], [-0.471, -2.451, 10.897], [-0.761, -1.673, 9.415], [0.719, -1.220, 10.132], [0.701, -4.340, 7.553], [0.060, -2.646, 7.520], [-0.860, -3.961, 8.249], [0.403, -5.274, 11.714], [1.211, -4.949, 13.273], [0.178, -3.713, 12.480], [4.145, -3.491, 11.943], [3.081, -2.498, 12.873], [3.288, -4.061, 13.411], [4.534, -5.776, 9.077], [3.490, -6.519, 7.804], [3.803, -4.795, 7.753], [0.574, -5.915, 9.241], [1.637, -6.842, 10.318], [1.707, -7.138, 8.584], [-14.199, 0.669, -4.230], [-13.680, 1.315, -2.985], [-12.869, 0.256, -1.921], [-12.325, -1.024, -2.408], [-12.462, 0.588, -0.547], [-14.804, 2.171, -2.022], [-15.858, 1.426, -1.292], [-15.199, 3.607, -2.248], [-12.424, 2.470, -3.311], [-11.867, 2.660, -4.699], [-11.699, 3.261, -2.244], [-11.276, -1.215, -2.181], [-12.478, -1.089, -3.485], [-12.912, -1.889, -2.097], [-12.702, -0.246, 0.112], [-13.043, 1.440, -0.194], [-11.385, 0.701, -0.672], [-16.453, 2.127, -0.707], [-16.467, 0.930, -2.048], [-15.435, 0.628, -0.682], [-15.811, 3.653, -3.148], [-15.684, 3.924, -1.324], [-14.415, 4.357, -2.349], [-12.382, 1.953, -5.349], [-11.889, 3.679, -5.086], [-10.816, 2.373, -4.656], [-10.761, 2.754, -2.019], [-12.370, 3.263, -1.384], [-11.577, 4.317, -2.485], [1.214, 1.334, -1.207], [0.319, 1.362, 0.004], [0.473, -0.038, 0.921], [-0.301, -1.217, 0.658], [1.779, -0.350, 1.555], [-1.396, 1.613, -0.307], [-1.857, 1.892, -1.658], [-2.378, 1.302, 0.689], [0.614, 2.599, 1.183], [-0.339, 2.852, 2.264], [1.287, 3.854, 0.672], [-1.317, -0.978, 0.343], [-0.382, -1.872, 1.526], [0.232, -1.791, -0.099], [2.173, 0.593, 1.937], [2.499, -0.770, 0.853], [1.771, -1.137, 2.309], [-2.730, 2.536, -1.551], [-0.976, 2.398, -2.053], [-1.951, 0.885, -2.066], [-2.894, 2.195, 1.040], [-3.055, 0.534, 0.316], [-2.101, 0.790, 1.611], [0.078, 3.496, 3.037], [-1.271, 3.295, 1.913], [-0.487, 2.016, 2.947], [1.641, 4.481, 1.491], [0.609, 4.396, 0.013], [2.155, 3.593, 0.067]],
  "atomic_forces_ev_per_a": [[0.8, 2.1, -0.8], [-0.5, 0.2, 0.4], [1.6, -0.2, 0.2], [1.1, -0.8, -0.7], [-1.4, 2.5, 0.7], [-1.5, -3.0, 0.1], [0.1, -0.5, 0.1], [0.0, -0.3, 0.0], [0.3, -0.1, -0.1], [-0.4, 0.1, 0.0], [-1.0, -0.2, 0.6], [0.0, 0.8, -0.3], [0.1, 0.1, 0.8], [4.3, -0.7, -0.3], [-3.4, 0.5, -0.1], [0.6, 0.1, -0.5], [0.2, -0.3, -0.1], [-0.1, 0.2, -0.1], [0.2, 0.0, -0.1], [-0.3, -0.4, 0.1], [-0.5, 0.0, 0.1], [-0.1, -0.2, -0.2], [-0.2, -0.2, -0.7], [-1.0, 0.1, 0.1], [0.2, -0.6, 0.5], [0.4, 0.6, -0.6], [-0.4, -0.7, 1.0], [0.2, 0.4, 0.3], [0.2, -0.2, 0.0], [-0.1, 0.1, -0.2], [-0.1, 0.2, -0.1], [-0.2, 0.0, 0.1], [0.5, 0.8, 0.2], [0.5, -0.5, -0.5], [0.9, -0.7, -0.3], [0.8, -0.5, -0.8], [0.5, -2.2, -0.3], [-0.9, 0.1, 0.9], [-0.6, 0.4, 0.8], [-1.5, 2.5, 1.5], [0.6, -1.8, 0.6], [-0.3, 1.0, 0.4], [1.7, 3.2, -2.0], [-1.3, -1.6, 0.3], [-0.4, -0.8, 0.2], [0.2, -0.6, 0.2], [0.3, 0.7, -0.5], [-0.1, 0.3, -0.5], [-0.2, -0.1, 0.3], [0.3, -0.1, -0.2], [-0.1, 0.0, -0.2], [0.0, 0.3, -0.2], [-0.4, 0.7, -0.3], [0.2, -0.6, -0.1], [-0.1, -0.2, 0.3], [0.1, -0.2, -0.4], [-0.2, 0.0, -0.4], [0.0, 0.4, 0.1], [-0.2, 0.2, 0.2], [0.3, -0.3, 0.0], [-0.3, 0.1, 0.1], [-0.2, 0.0, 0.2], [0.8, -0.1, 0.3], [-0.5, -0.8, 0.8], [1.3, 1.1, 0.1], [-0.2, -0.4, -1.2], [-1.2, -0.8, 0.0], [0.4, 0.9, 0.0], [0.5, 0.8, 0.1], [-0.3, 0.1, -2.3], [-1.1, 0.1, -0.5], [0.2, 0.6, 0.7], [0.1, -0.9, 0.0], [0.0, -0.7, -0.3], [0.5, -0.3, 0.4], [-0.3, 0.3, -0.6], [0.6, 0.7, 0.5], [0.1, 0.2, 0.2], [-0.3, -0.5, 0.3], [0.2, 0.2, -0.2], [0.2, 0.1, 0.8], [0.5, -0.2, 0.0], [-0.1, 0.0, 0.1], [0.0, -0.2, 0.1], [-0.3, -0.3, 0.5], [-0.4, 0.3, -0.1], [0.4, -0.1, 0.9], [-1.0, -0.5, -0.3], [0.6, 0.2, 0.1], [0.1, 0.1, -0.3], [0.3, -0.2, 0.0], [-0.3, 0.0, 0.2], [1.4, 3.3, 0.5], [0.5, -1.5, -0.7], [-0.3, -1.5, 1.4], [-0.4, 0.0, 0.1], [-0.4, 0.0, -0.4], [0.0, -1.1, 1.6], [-0.4, -0.9, -0.5], [-1.7, 0.4, 0.2], [0.2, 1.6, 0.6], [0.8, 0.7, -1.3], [0.2, 0.5, -0.8], [0.3, 0.2, 0.0], [0.3, -0.3, -0.4], [-0.3, 0.2, -0.5], [0.2, 0.0, -0.3], [-0.4, -0.1, 0.0], [0.5, -0.1, 0.2], [0.1, -0.1, 0.0], [-0.1, 0.3, 0.1], [-0.4, 0.1, -0.2], [0.1, -0.2, 0.3], [0.8, 0.2, -1.2], [-0.2, 0.1, 0.2], [-0.1, -0.5, 0.8], [-0.3, -0.6, -0.1], [0.0, 0.2, 0.1], [0.1, 0.4, -0.4], [-0.1, -0.8, 0.9], [-0.4, -0.7, -0.3], [0.7, -0.7, 1.0], [-0.5, -0.4, -0.2], [-1.1, 0.1, 0.3], [0.2, -1.1, -0.1], [0.3, -0.2, 0.7], [-1.0, -0.6, -2.9], [0.9, 0.9, -0.7], [0.7, 0.9, 1.0], [-1.5, 0.6, 0.4], [0.6, 1.4, -0.2], [-0.4, 0.5, 0.9], [0.4, 0.6, 0.5], [0.1, -0.5, -0.6], [0.2, -0.3, 0.6], [0.2, 0.2, 0.0], [0.2, -0.2, -0.3], [-0.2, 0.0, -0.1], [0.2, 0.0, 0.0], [-0.2, 0.0, 0.0], [-0.2, -0.1, 0.4], [-0.1, -0.3, 0.0], [-0.2, 0.5, -0.2], [0.1, -0.7, -0.2], [0.4, -0.2, -0.4], [-0.1, 0.0, 0.3], [0.8, -0.1, -0.1], [-0.3, -0.4, 0.0], [-0.2, -0.3, 0.1], [0.0, 0.2, -0.1], [0.7, 0.5, 1.3], [1.6, 1.1, 0.2], [-1.4, -0.6, -0.3], [-1.1, 0.2, -0.9], [-0.5, -0.5, -1.4], [1.1, 0.6, 0.4], [0.6, -0.3, -1.2], [0.4, -1.1, 0.0], [-0.5, 1.2, -0.8], [-0.3, -1.0, 1.5], [-1.7, -1.4, -0.7], [0.1, 0.4, 0.2], [0.3, 0.4, -0.1], [0.0, 0.0, 0.7], [0.2, -0.1, 0.1], [0.6, 0.2, 0.0], [0.1, 0.5, 1.1], [0.1, -0.2, 0.0], [-0.5, 0.0, 0.2], [0.1, 0.2, 0.2], [-0.4, 0.3, 0.3], [-0.5, -0.1, -0.3], [0.6, -0.6, -0.3], [0.0, 0.3, -0.1], [-0.5, 0.1, 0.2], [0.2, -0.1, -0.1], [0.2, 0.3, 0.2], [0.3, -0.1, 0.3], [0.2, -0.1, -0.5], [-1.4, 0.9, 1.5], [-0.8, 0.5, 0.4], [0.0, 0.3, 1.4], [0.0, -0.4, -0.7], [0.0, 0.7, -0.8], [3.1, -0.7, 1.7], [1.4, -0.6, 1.4], [-0.9, -0.7, 0.3], [1.4, 0.2, -0.7], [0.6, 0.0, 0.4], [-0.5, -1.3, -0.2], [0.2, -0.1, -0.2], [0.1, 0.2, 0.3], [-0.4, -0.4, -0.4], [0.2, -0.2, 0.2], [0.1, 0.3, -0.6], [-0.9, 0.3, 0.4], [-0.1, -0.2, -0.7], [-0.6, 0.1, -1.0], [-0.9, 0.5, -1.1], [-0.5, 0.0, -0.3], [-0.7, 0.3, -0.5], [1.1, 0.3, -0.1], [0.4, 0.8, -0.6], [-0.1, -0.1, 0.1], [-0.4, -0.7, -0.8], [-0.3, -0.1, 0.1], [-0.1, 0.4, 0.1], [-0.1, -0.2, 0.1]],
  "lowdin_charge": [-0.117, -0.120, 0.049, -0.542, 0.142, 0.054, 0.136, 0.133, 0.131, 0.133, -0.103, -0.256, -0.216, -0.241, 0.134, 0.074, 0.070, 0.078, 0.113, 0.105, 0.118, 0.124, -0.123, -0.249, -0.183, -0.236, 0.138, 0.073, 0.076, 0.077, 0.104, 0.101, 0.109, 0.112, -0.299, 0.631, -0.316, -0.140, -0.089, -0.320, -0.164, -0.105, -0.321, -0.149, -0.126, 0.079, 0.084, 0.085, 0.070, 0.075, 0.080, 0.081, 0.054, 0.084, 0.081, 0.079, 0.072, 0.086, 0.082, 0.080, 0.083, 0.065, 0.078, -0.284, 0.525, -0.313, -0.122, -0.093, -0.282, -0.095, -0.104, -0.312, -0.103, -0.135, 0.072, 0.078, 0.068, 0.081, 0.071, 0.079, 0.071, 0.077, 0.065, 0.077, 0.058, 0.062, 0.074, 0.073, 0.078, 0.068, 0.081, 0.084, -0.325, 0.621, -0.329, -0.121, -0.125, -0.304, -0.131, -0.103, -0.330, -0.096, -0.101, 0.081, 0.084, 0.072, 0.070, 0.079, 0.075, 0.076, 0.071, 0.064, 0.076, 0.062, 0.082, 0.080, 0.082, 0.062, 0.058, 0.084, 0.082, -0.300, 0.594, -0.305, -0.084, -0.118, -0.295, -0.088, -0.157, -0.322, -0.121, -0.128, 0.059, 0.073, 0.084, 0.074, 0.080, 0.077, 0.062, 0.079, 0.058, 0.078, 0.075, 0.075, 0.082, 0.077, 0.076, 0.059, 0.074, 0.079, -0.311, 0.587, -0.317, -0.113, -0.117, -0.311, -0.103, -0.088, -0.294, -0.102, -0.107, 0.078, 0.068, 0.075, 0.078, 0.066, 0.077, 0.075, 0.079, 0.069, 0.083, 0.071, 0.064, 0.062, 0.068, 0.067, 0.073, 0.050, 0.074, -0.308, 0.630, -0.318, -0.128, -0.098, -0.330, -0.090, -0.184, -0.299, -0.144, -0.097, 0.063, 0.084, 0.087, 0.071, 0.076, 0.077, 0.088, 0.069, 0.086, 0.076, 0.080, 0.074, 0.076, 0.068, 0.078, 0.073, 0.073, 0.066]
}